# 1
C14H18AsN5O3SSc as an isolated structure. Source: the Open Molecules 2025 dataset; level of theory: ωB97M-V with the def2-TZVPD basis set.

total charge	+1
strongest force on any atom	0.012	Eh/bohr
Kohn-Sham gap	8.229	eV
HOMO energy	-11.4	eV

XYZ file:
```
43
Properties=species:S:1:pos:R:3:forces:R:3:lowdin_charge:R:1
Sc -2.0196 1.0146 0.8744 0.2 -0.2 0.1 0.96
N 3.0581 -3.7938 -2.0020 0.0 0.0 0.0 0.13
C 1.9841 -2.9616 -1.9164 0.0 -0.1 0.0 -0.30
C 0.8259 -3.2156 -2.6705 0.0 0.0 0.0 0.00
C -0.2706 -2.3942 -2.5680 0.0 0.1 0.0 -0.03
C -0.2265 -1.2921 -1.7121 0.2 -0.1 0.0 -0.32
C 0.9093 -1.0298 -0.9478 0.0 -0.1 0.0 -0.06
C 2.0058 -1.8556 -1.0490 0.0 0.0 0.0 -0.01
S -1.6532 -0.3510 -1.5244 -0.3 0.0 0.1 0.67
O -1.2268 1.0345 -1.0871 -0.1 -0.1 -0.1 -0.42
O -2.4672 -0.4049 -2.6848 0.0 0.0 0.0 -0.22
N -2.4332 -0.7889 -0.1795 0.3 -0.4 0.1 -0.16
C -1.8724 -1.6398 0.7779 -0.3 0.1 -0.5 -0.47
N -1.5916 -2.9079 0.5441 0.1 -0.1 0.1 0.18
C -1.1082 -3.5899 1.5803 0.0 0.0 0.0 -0.06
C -0.9155 -3.0290 2.8393 0.0 0.0 0.0 -0.02
C -1.2251 -1.6956 2.9788 0.0 0.0 0.1 -0.07
N -1.6949 -0.9936 1.9444 -0.1 0.2 0.0 0.05
H 3.0996 -4.4758 -2.7382 0.0 0.0 0.0 0.11
H 3.9368 -3.5177 -1.6024 0.0 0.0 0.0 0.11
H 0.8005 -4.0676 -3.3377 0.0 0.0 0.0 0.12
H -1.1607 -2.5931 -3.1495 0.0 0.0 0.0 0.13
H 0.9271 -0.1860 -0.2696 0.0 0.0 0.0 0.10
H 2.8936 -1.6557 -0.4617 0.0 0.0 0.0 0.12
H -0.8734 -4.6318 1.3959 0.0 0.0 0.0 0.12
H -0.5394 -3.6078 3.6687 0.0 0.0 0.0 0.11
H -1.0982 -1.1669 3.9149 0.0 0.0 0.0 0.13
N -4.4033 3.3270 0.5937 0.1 0.0 0.1 0.00
C -3.6136 2.5128 0.8159 -0.1 0.1 0.1 -0.33
C -0.8361 4.4563 0.3265 -0.1 0.0 0.0 -0.19
As 0.4656 3.1319 0.7437 -0.1 -0.1 0.3 1.06
C 1.4678 2.7507 -0.8293 0.0 -0.1 0.0 -0.18
C 1.6758 3.8131 2.0376 0.0 0.0 0.1 -0.18
O -0.2737 1.7576 1.4512 0.2 0.5 -0.3 -0.55
H -0.3037 5.3775 0.0908 0.0 0.0 0.0 0.06
H -1.4876 4.6057 1.1852 0.0 0.0 0.0 0.05
H -1.4358 4.1427 -0.5263 0.0 0.0 0.0 0.05
H 1.7942 3.7193 -1.2096 0.1 0.0 -0.1 0.06
H 0.8459 2.2468 -1.5639 0.0 0.0 0.0 0.04
H 2.3347 2.1454 -0.5734 0.0 0.0 0.0 0.05
H 2.1278 4.7291 1.6606 0.0 0.0 0.0 0.06
H 2.4447 3.0656 2.2210 0.0 0.0 0.0 0.05
H 1.1329 4.0151 2.9584 0.0 0.0 0.0 0.06
```
Forces are in eV/Å.

# 2
A 2-piece molecular cluster, C14H18BrF3N3O6PS overall. Source: the Open Molecules 2025 dataset; level of theory: ωB97M-V with the def2-TZVPD basis set.

total charge	0
strongest force on any atom	0.121	Eh/bohr
Kohn-Sham gap	6.822	eV
HOMO energy	-8.4	eV
SMILES string	OCCOCOCc1c(CCC(F)(F)F)cc2nsnc2c1P(O)Br.C[N+](=O)[O-]

XYZ file:
```
47
Properties=species:S:1:pos:R:3:forces:R:3:lowdin_charge:R:1
O 4.9743 -1.4360 2.5238 0.0 -1.6 -0.3 -0.10
C 4.5908 -2.3711 1.4604 0.0 0.9 -1.1 -0.20
C 4.9613 -1.6088 0.0652 0.9 -0.9 1.4 -0.18
O 4.4318 -0.2642 0.1360 -1.6 -1.3 -1.3 -0.13
C 3.1138 -0.1582 -0.4212 0.5 1.6 -0.9 -0.22
O 2.0544 -0.1843 0.5990 0.2 -0.3 -1.8 -0.18
C 0.7854 -0.4880 -0.0060 -1.1 -1.0 0.2 -0.19
C -0.4014 0.5248 0.2795 -2.6 2.9 0.6 -0.07
C -1.8870 -0.0550 0.1068 -1.7 3.4 1.1 -0.08
C -2.2251 -1.5645 -0.2914 -0.4 0.1 -0.5 -0.14
C -3.5086 -2.1886 0.4684 -0.3 -0.1 0.2 -0.08
C -3.2113 -3.6045 1.1813 -1.8 0.6 0.0 -0.39
F -4.4805 -4.2482 1.3875 3.0 1.0 -0.3 0.03
F -2.4295 -4.4976 0.4045 -1.4 2.0 2.3 0.07
F -2.6884 -3.3386 2.4772 -0.5 -1.4 -3.0 0.06
C -3.1345 0.8799 0.3184 2.7 -0.6 0.0 0.04
C -3.0522 2.3834 0.7461 0.6 -1.2 -0.7 -0.30
N -4.1891 3.2845 0.9577 6.2 -0.9 0.1 -0.25
S -3.3371 4.7310 1.3945 1.5 -3.1 -0.9 0.91
N -1.6930 4.3077 1.2909 -1.4 -3.2 -0.8 -0.28
C -1.5779 2.9189 0.9067 -3.0 0.8 0.3 -0.25
C -0.2981 2.0165 0.6636 -2.4 -1.1 0.0 -0.29
P 1.3868 2.8438 0.8399 0.8 0.4 -0.6 0.63
O 1.2193 4.5652 0.6747 -0.1 -2.0 1.0 -0.41
Br 1.9362 2.5506 3.0568 -0.6 0.3 -0.6 0.20
H 5.2091 -1.9430 3.3310 -0.3 0.4 -0.9 0.09
H 5.1807 -3.3503 1.4989 -0.9 1.2 0.1 0.12
H 3.4443 -2.5322 1.4706 1.8 0.1 0.1 0.12
H 4.6152 -2.2163 -0.8444 0.1 1.0 1.2 0.12
H 6.1157 -1.5403 -0.0273 -2.0 0.1 0.3 0.14
H 3.0673 0.8778 -0.9448 0.1 -1.6 1.0 0.14
H 2.9555 -0.9355 -1.2482 0.0 0.7 1.4 0.14
H 0.4573 -1.5134 0.4334 0.4 1.7 -0.6 0.14
H 0.8309 -0.6605 -1.1468 0.1 0.5 1.8 0.12
H -2.4682 -1.5566 -1.4236 0.5 0.0 1.9 0.11
H -1.3694 -2.3083 -0.1611 -0.9 1.4 -0.1 0.10
H -4.3935 -2.3156 -0.2640 1.6 -0.1 1.2 0.14
H -3.9172 -1.5092 1.3122 0.9 -1.2 -1.3 0.13
H -4.1877 0.4343 0.1547 2.0 0.8 0.3 0.11
H 1.8442 4.9973 1.2995 -0.6 -0.5 -0.5 0.03
C -1.4249 2.1324 -3.8227 0.1 0.4 -0.1 0.05
N -1.0141 0.8790 -3.1387 0.1 -0.1 0.1 -0.41
O 0.1109 0.8409 -2.6652 -0.6 -0.1 -0.4 0.05
O -1.8354 -0.0231 -3.1005 0.6 0.4 0.0 0.06
H -0.6003 2.8421 -3.7799 -0.1 -0.2 0.1 0.10
H -1.6638 1.8799 -4.8553 -0.1 0.0 0.2 0.10
H -2.2971 2.5220 -3.2982 0.0 -0.1 -0.1 0.10
```
Forces are in eV/Å.

# 3
A 2-piece molecular cluster, C14H18BrO6PS overall. Source: the Open Molecules 2025 dataset; level of theory: ωB97M-V with the def2-TZVPD basis set.

total charge	0
strongest force on any atom	0.158	Eh/bohr
Kohn-Sham gap	5.794	eV
HOMO energy	-7.4	eV
SMILES string	C=CC1=CC(=O)C(P(O)Br)=C(CCO)C1=O.O=S1(=O)CCCC1

XYZ file:
```
41
Properties=species:S:1:pos:R:3:forces:R:3:lowdin_charge:R:1
C -0.9936 -1.9305 -2.9552 0.6 1.9 1.0 0.00
C -0.3211 -0.8836 -2.0856 -1.0 0.5 -1.0 -0.10
C -0.7568 0.6956 -2.0253 -0.9 0.7 -1.0 -0.08
C -2.1571 1.2254 -2.0218 4.0 -0.4 0.2 0.06
C -2.3015 2.8844 -2.0004 -3.2 0.6 -2.8 -0.23
O -3.2801 3.4501 -2.7112 6.0 -3.1 4.5 -0.04
C -1.1617 3.7127 -1.1180 2.5 -3.5 -0.3 -0.27
P -1.7475 5.3072 -0.2459 -1.4 1.1 -1.9 0.58
O -3.5192 5.3657 -0.3630 2.8 -2.1 2.7 -0.41
Br -1.3409 5.2973 1.9885 -0.3 -0.7 -0.4 0.22
C 0.2584 3.1766 -1.0870 -3.4 1.2 -0.4 -0.07
C 1.4337 3.9367 -0.2278 0.0 -1.3 0.8 -0.13
C 2.8597 3.0667 -0.1484 0.0 0.1 -0.1 -0.21
O 2.5629 1.7665 0.5402 1.2 0.5 -1.4 -0.16
C 0.5009 1.7949 -1.9650 3.1 -1.3 -2.5 -0.15
O 1.6000 1.4999 -2.6633 -6.3 2.1 4.5 -0.02
H -0.7174 -2.0015 -4.1074 -1.9 1.1 2.3 0.08
H -1.8064 -2.6157 -2.4562 2.9 0.2 -0.8 0.07
H 0.6152 -1.2188 -1.4283 -3.1 0.9 -0.5 0.10
H -3.0646 0.4864 -2.0333 1.8 1.8 -0.2 0.12
H -3.7994 4.8200 0.4546 0.1 1.1 -1.9 0.05
H 1.5916 5.0394 -0.5874 -0.2 -2.2 0.5 0.13
H 1.0514 3.9863 0.8919 0.7 -0.1 -2.3 0.08
H 3.6308 3.6157 0.5505 -1.6 -0.7 -1.6 0.12
H 3.3154 2.8912 -1.2307 -1.1 0.4 2.4 0.13
H 3.2812 1.0922 0.3284 -1.4 1.6 0.2 0.11
O -1.2407 -2.4024 0.5473 0.5 -0.1 -0.2 -0.32
S 0.0731 -2.9984 0.6686 0.0 0.1 0.0 0.67
O 1.0930 -2.8413 -0.3490 -0.3 -0.1 0.2 -0.35
C 0.7601 -2.5343 2.2460 0.2 0.2 0.5 -0.23
C 0.2738 -3.6150 3.2001 -0.2 0.0 0.2 -0.23
C 0.4375 -4.9353 2.4486 0.2 -0.3 0.2 -0.22
C -0.1227 -4.7346 1.0415 -0.1 -0.7 0.0 -0.22
H 0.4216 -1.5340 2.5213 0.0 -0.1 -0.2 0.11
H 1.8502 -2.5515 2.1542 -0.2 0.0 -0.1 0.11
H 0.8387 -3.6081 4.1368 -0.1 0.0 -0.1 0.12
H -0.7841 -3.4553 3.4407 0.1 0.0 0.0 0.12
H 1.5023 -5.1912 2.3887 -0.2 0.0 0.0 0.12
H -0.0693 -5.7585 2.9617 0.1 0.1 -0.1 0.12
H 0.4221 -5.3284 0.3031 -0.2 0.2 0.0 0.11
H -1.1891 -4.9725 0.9976 0.1 0.2 -0.1 0.11
```
Forces are in eV/Å.

# 4
One molecule with the formula C14H18Cl2N2O5S. Source: the Open Molecules 2025 dataset; level of theory: ωB97M-V with the def2-TZVPD basis set.

total charge	0
strongest force on any atom	0.028	Eh/bohr
Kohn-Sham gap	8.726	eV
HOMO energy	-8.4	eV

XYZ file:
```
42
Properties=species:S:1:pos:R:3:forces:R:3:lowdin_charge:R:1
C -2.9125 0.7033 2.5305 -0.2 0.1 -0.1 -0.05
N -1.7754 0.9892 3.3728 0.0 -0.4 -0.2 0.02
C -1.5564 2.2237 3.8519 0.4 -0.2 0.3 -0.58
O -2.3142 3.1635 3.7429 -0.2 0.3 -0.1 0.06
C -0.2458 2.3531 4.6223 0.3 0.1 -0.3 -0.23
H -0.2520 1.6999 5.4953 0.2 0.0 0.0 0.10
H -0.0998 3.3851 4.9355 0.0 0.0 0.0 0.10
S 1.2350 1.8506 3.6492 -0.6 1.3 0.3 0.96
O 1.0125 0.4366 3.3141 0.2 -1.3 -0.1 -0.53
C 0.8428 2.8143 2.0829 0.1 0.0 0.5 -0.19
C 0.3220 1.8967 0.9973 0.2 -0.1 0.2 -0.50
O -0.7965 1.9944 0.5452 -0.2 0.1 -0.1 0.08
N 1.2479 0.9818 0.6067 0.5 0.1 -0.1 0.11
C 1.1147 -0.0478 -0.3173 0.0 -0.3 -0.2 -0.22
C -0.0383 -0.2371 -1.0742 -0.3 0.0 -0.1 0.07
C -0.1344 -1.2763 -1.9911 0.4 -0.1 0.1 -0.28
C 0.9622 -2.1361 -2.1506 -0.1 0.2 0.1 -0.59
C 2.1145 -1.9600 -1.4096 -0.3 0.1 0.0 -0.12
C 2.1899 -0.9219 -0.4985 -0.2 0.0 -0.1 -0.58
Cl 3.6427 -0.7119 0.4230 0.2 0.0 0.1 0.73
H 2.9484 -2.6295 -1.5451 0.1 0.0 0.0 0.11
Cl 0.8578 -3.4199 -3.2928 0.1 -0.2 -0.1 0.72
O -1.2144 -1.5311 -2.7575 0.2 -0.1 0.0 -0.08
C -2.3470 -0.6853 -2.6634 -0.5 0.1 -0.2 -0.15
C -3.4150 -1.2044 -3.6365 0.3 0.1 0.3 -0.20
O -3.2474 -0.7636 -4.9561 -0.1 0.1 0.0 -0.18
C -2.1763 -1.3710 -5.6435 0.1 0.0 -0.1 -0.10
H -2.2296 -1.0086 -6.6682 0.0 -0.1 0.0 0.09
H -1.2081 -1.1026 -5.2116 0.0 0.0 -0.1 0.08
H -2.2736 -2.4626 -5.6342 0.0 0.0 0.0 0.09
H -3.4215 -2.3030 -3.5905 -0.1 0.1 0.0 0.13
H -4.3896 -0.8212 -3.3258 0.1 -0.1 0.1 0.13
H -2.7455 -0.7053 -1.6418 0.1 0.0 0.0 0.13
H -2.0824 0.3453 -2.9289 0.0 -0.1 0.1 0.14
H -0.8556 0.4474 -0.9289 0.0 0.0 0.0 0.10
H 2.1212 0.9380 1.1219 -0.3 0.1 -0.1 0.07
H 0.1051 3.5812 2.3060 0.0 0.0 0.0 0.10
H 1.7823 3.2756 1.7811 0.0 0.0 0.0 0.09
H -1.0046 0.3303 3.3597 0.0 0.2 0.1 0.11
H -3.2691 -0.3061 2.7286 0.0 0.0 0.0 0.08
H -2.6457 0.8031 1.4759 -0.1 0.0 0.0 0.07
H -3.6917 1.4271 2.7622 0.0 -0.1 0.0 0.09
```
Forces are in eV/Å.